{
  "formula": "C31H45IKNO3P2S",
  "method": "wB97M-V/def2-TZVPD",
  "symbols": ["K", "C", "C", "C", "C", "C", "C", "H", "H", "H", "H", "H", "H", "C", "C", "C", "P", "C", "C", "C", "C", "C", "C", "C", "C", "C", "N", "C", "C", "C", "C", "C", "C", "P", "C", "C", "C", "C", "C", "C", "H", "H", "H", "H", "H", "H", "H", "H", "H", "H", "H", "H", "H", "H", "H", "H", "H", "H", "H", "H", "H", "H", "H", "H", "H", "H", "H", "H", "H", "H", "H", "H", "H", "H", "H", "H", "C", "S", "O", "O", "O", "H", "H", "H", "I"],
  "xyz": [[-1.0567, 1.1550, 1.8069], [0.6144, 4.0565, 0.7521], [0.0684, 4.3144, 2.0049], [0.5738, 3.6674, 3.1235], [1.6229, 2.7652, 2.9924], [2.1591, 2.4995, 1.7395], [1.6562, 3.1478, 0.6160], [0.1936, 4.5355, -0.1231], [-0.7894, 4.9674, 2.0965], [0.1127, 3.8185, 4.0913], [1.9760, 2.2246, 3.8610], [2.9485, 1.7687, 1.6206], [2.0604, 2.9137, -0.3625], [-4.6271, 0.0986, -0.6797], [-3.6546, -0.5159, -1.6838], [-3.4919, -2.0120, -1.4213], [-1.9979, 0.2998, -1.5105], [-2.3235, 2.0364, -2.0999], [-3.1895, 2.1809, -3.3458], [-0.9798, 2.7318, -2.3059], [-1.0491, -0.3947, -2.9184], [-1.6406, -0.8748, -4.0788], [-0.9115, -1.4293, -5.1249], [0.4724, -1.5107, -4.9814], [1.1024, -1.0427, -3.8487], [0.3777, -0.4550, -2.7688], [0.9176, -0.0644, -1.6028], [2.2535, 0.0086, -1.3660], [3.2056, 0.6153, -2.2150], [4.5331, 0.7312, -1.8444], [4.9719, 0.2432, -0.6188], [4.0471, -0.3571, 0.2329], [2.7083, -0.4876, -0.1069], [1.3537, -1.0455, 0.9970], [2.1801, -1.8604, 2.4583], [2.7170, -0.8028, 3.4259], [3.1675, -3.0062, 2.2283], [0.5439, -2.4734, 0.1093], [-0.2556, -3.3264, 1.0942], [1.4202, -3.3182, -0.8074], [-5.5945, -0.4129, -0.7302], [-4.2548, 0.0071, 0.3437], [-4.7947, 1.1639, -0.8445], [-4.0566, -0.3715, -2.6917], [-3.0886, -2.1787, -0.4179], [-4.4615, -2.5183, -1.4783], [-2.8134, -2.4824, -2.1356], [-2.8292, 2.5125, -1.2516], [-2.7331, 1.6743, -4.2004], [-4.1925, 1.7741, -3.2001], [-3.2997, 3.2394, -3.6051], [-0.4680, 2.3261, -3.1838], [-1.1289, 3.8061, -2.4583], [-0.3140, 2.5890, -1.4544], [-2.7202, -0.8288, -4.1767], [-1.4070, -1.7986, -6.0146], [1.0682, -1.9611, -5.7705], [2.1760, -1.1453, -3.7539], [2.8628, 1.0218, -3.1596], [5.2365, 1.2184, -2.5127], [6.0102, 0.3346, -0.3234], [4.3983, -0.7177, 1.1902], [1.3096, -2.2908, 2.9674], [3.5548, -0.2368, 3.0118], [1.9331, -0.0965, 3.6976], [3.0655, -1.2840, 4.3461], [3.5956, -3.3260, 3.1858], [2.6690, -3.8696, 1.7885], [3.9914, -2.7370, 1.5669], [-0.1708, -1.9503, -0.5297], [0.3939, -3.9848, 1.6785], [-0.8403, -2.7222, 1.7918], [-0.9546, -3.9646, 0.5429], [2.1826, -3.8740, -0.2572], [0.7985, -4.0445, -1.3434], [1.9250, -2.7050, -1.5541], [-2.9308, 0.4352, 5.2998], [-1.4239, -0.2842, 4.6764], [-0.5266, 0.8557, 4.4434], [-0.9608, -1.2038, 5.7032], [-1.8024, -0.9330, 3.4145], [-2.7041, 0.9401, 6.2377], [-3.6445, -0.3705, 5.4657], [-3.3181, 1.1464, 4.5697], [-3.7282, 3.4456, 1.6905]],
  "mulliken_charge": [1.035, -0.276, -0.403, -0.184, -0.234, -0.241, -0.404, 0.338, 0.406, 0.275, 0.247, 0.296, 0.292, -1.437, 0.352, -1.617, 1.482, 1.005, -1.625, -1.318, 0.482, -0.201, -1.073, -0.787, -0.779, -0.733, 0.430, -1.599, 0.085, -0.866, -1.092, -1.035, 1.030, 2.067, 0.162, -1.021, -1.651, 2.367, -1.807, -1.400, 0.446, 0.229, 0.306, 0.265, 0.187, 0.508, 0.290, 0.098, 0.255, 0.320, 0.514, 0.233, 0.594, -0.087, 0.214, 0.398, 0.345, 0.382, 0.496, 0.316, 0.375, 0.144, 0.553, 0.200, -0.189, 0.549, 0.513, 0.286, 0.176, -1.473, 0.319, 0.323, 0.462, 0.168, 0.446, 0.198, -0.971, 0.972, -0.631, -0.686, -0.671, 0.311, 0.312, 0.200, -0.759],
  "homo_energy_ha": -0.0564,
  "orbital_gap_ev": 5.7,
  "charge": -2,
  "spin_multiplicity": 1,
  "e_lumo_ev": 4.169
}

{
  "formula": "C31H45O3RhSb4",
  "method": "wB97M-V/def2-TZVPD",
  "symbols": ["Rh", "C", "Sb", "C", "C", "C", "C", "C", "C", "C", "C", "C", "Sb", "C", "C", "H", "H", "H", "H", "H", "H", "H", "H", "H", "H", "H", "H", "H", "H", "H", "H", "H", "H", "H", "H", "C", "Sb", "C", "C", "C", "C", "C", "C", "C", "C", "C", "Sb", "C", "C", "H", "H", "H", "H", "H", "H", "H", "H", "H", "H", "H", "H", "H", "H", "H", "H", "H", "H", "H", "H", "O", "C", "C", "C", "C", "C", "C", "C", "O", "O", "H", "H", "H", "H", "H"],
  "xyz": [[-0.4389, -0.2729, -0.2173], [-3.5829, -0.3113, 3.1555], [-2.5634, -1.2124, 1.4673], [-0.8756, -1.8769, 2.6566], [-3.4303, -3.3988, 1.3402], [-2.3921, -4.3924, 1.4944], [-2.2266, -4.9975, 2.7541], [-1.3448, -6.0357, 2.9450], [-0.5598, -6.4856, 1.8839], [-0.6667, -5.8755, 0.6495], [-1.5708, -4.8379, 0.4197], [-1.6563, -4.2807, -0.9396], [-0.2860, -2.5904, -1.3896], [-0.6727, -2.6660, -3.5121], [1.6839, -3.4888, -1.2810], [-3.6099, -1.0237, 3.9766], [-4.5929, -0.0211, 2.8769], [-3.0128, 0.5703, 3.4393], [-1.2225, -2.4918, 3.4808], [-0.3775, -0.9985, 3.0506], [-0.1855, -2.4594, 2.0465], [-3.9679, -3.4252, 0.4005], [-4.1190, -3.3750, 2.1744], [-2.8506, -4.6659, 3.5712], [-1.2664, -6.5150, 3.9073], [0.1277, -7.3055, 2.0290], [-0.0639, -6.2253, -0.1774], [-2.6448, -3.8913, -1.1794], [-1.3632, -5.0197, -1.6845], [-0.0445, -3.4235, -3.9742], [-0.4834, -1.6994, -3.9731], [-1.7197, -2.9253, -3.6589], [1.8170, -4.1899, -2.0994], [1.7903, -4.0156, -0.3352], [2.4435, -2.7106, -1.3413], [-0.9108, 1.7363, -4.0021], [0.4136, 1.2063, -2.3895], [2.0055, 0.2191, -3.4799], [1.4535, 3.1424, -1.9965], [2.8641, 2.8302, -1.7201], [3.7725, 2.8048, -2.7818], [5.0787, 2.3928, -2.6069], [5.5114, 1.9902, -1.3492], [4.6401, 2.0549, -0.2814], [3.3186, 2.4778, -0.4306], [2.4895, 2.5880, 0.7861], [1.3962, 0.7563, 1.3805], [1.0366, 1.2973, 3.4375], [3.0573, -0.6001, 1.6716], [-0.3225, 2.2102, -4.7826], [-1.6729, 2.4164, -3.6304], [-1.3870, 0.8400, -4.3920], [2.2337, 0.7876, -4.3724], [1.6878, -0.7811, -3.7555], [2.8961, 0.1540, -2.8617], [0.9307, 3.6313, -1.1788], [1.3189, 3.7059, -2.9152], [3.4426, 3.1262, -3.7589], [5.7588, 2.3668, -3.4431], [6.5224, 1.6421, -1.2023], [4.9839, 1.7789, 0.7038], [1.7540, 3.3896, 0.7466], [3.1261, 2.7305, 1.6582], [1.2881, 0.4551, 4.0743], [-0.0051, 1.5666, 3.5751], [1.6782, 2.1379, 3.6865], [3.7079, -0.1914, 2.4360], [3.6150, -0.7101, 0.7475], [2.6894, -1.5715, 1.9931], [-3.9516, 3.3490, -0.9112], [-3.0995, 4.0885, -0.1834], [-3.1747, 5.4821, -0.1290], [-2.2682, 6.2038, 0.6218], [-1.2998, 5.5540, 1.3769], [-1.2352, 4.1746, 1.3582], [-2.1068, 3.4307, 0.5635], [-1.8859, 1.9718, 0.4508], [-1.9894, 1.4055, -0.6643], [-1.4717, 1.3300, 1.4660], [-4.6133, 3.9124, -1.3359], [-3.9484, 5.9914, -0.6855], [-2.3112, 7.2820, 0.6266], [-0.6062, 6.1186, 1.9815], [-0.4819, 3.6583, 1.9418]],
  "mulliken_charge": [0.242, -1.128, 0.549, -1.219, -1.870, 1.172, -0.639, -0.780, -0.726, -0.728, 0.813, -1.448, 0.582, -1.153, -1.356, 0.422, 0.414, 0.295, 0.601, 0.282, 0.195, 0.520, 0.610, 0.470, 0.438, 0.428, 0.473, 0.598, 0.715, 0.425, 0.210, 0.478, 0.467, 0.410, 0.330, -1.236, 0.865, -1.228, -1.435, 0.465, -0.606, -0.623, -0.841, -0.695, 0.847, -1.558, 0.944, -1.253, -1.357, 0.457, 0.362, 0.394, 0.492, 0.433, 0.291, 0.386, 0.792, 0.480, 0.440, 0.449, 0.442, 0.626, 0.835, 0.517, 0.300, 0.529, 0.455, 0.397, 0.417, -0.468, 1.032, -0.700, -0.712, -0.901, -0.147, 0.320, 0.465, -1.203, -0.465, 0.315, 0.339, 0.416, 0.460, 0.378],
  "homo_energy_ha": [-0.4655, -0.4665],
  "orbital_gap_ev": [4.8, 5.0],
  "charge": 2,
  "spin_multiplicity": 1,
  "e_lumo_ev": [-7.837, -7.708]
}

{
  "formula": "C31H46AsFFeNOSb",
  "method": "wB97M-V/def2-TZVPD",
  "symbols": ["Fe", "C", "C", "C", "C", "C", "C", "C", "C", "C", "C", "C", "C", "N", "C", "C", "C", "C", "C", "C", "F", "H", "H", "H", "H", "H", "H", "H", "H", "H", "H", "H", "H", "H", "H", "H", "H", "H", "H", "H", "H", "H", "C", "C", "C", "C", "C", "C", "C", "H", "H", "H", "H", "H", "H", "H", "C", "As", "C", "C", "O", "H", "H", "H", "H", "H", "H", "H", "H", "H", "C", "Sb", "C", "C", "H", "H", "H", "H", "H", "H", "H", "H", "H"],
  "xyz": [[-0.0471, -0.0061, -0.3126], [-1.3635, -2.5163, 1.6847], [-0.7899, -3.4260, 0.5967], [0.7386, -3.3688, 0.5848], [-1.4936, -3.2560, -0.7483], [-2.6574, -4.0050, -0.9242], [-3.3258, -4.0388, -2.1332], [-2.7831, -3.3568, -3.2114], [-1.6354, -2.5835, -3.0868], [-1.0706, -1.9532, -4.3544], [-2.0329, -0.9911, -5.0551], [-0.6397, -3.0505, -5.3334], [-1.0206, -2.4637, -1.8143], [0.0124, -1.5284, -1.5902], [1.1864, -1.7064, -2.3065], [1.6503, -2.9253, -2.8152], [2.8513, -3.0083, -3.5052], [3.6421, -1.8874, -3.7064], [3.2150, -0.6591, -3.2095], [2.0194, -0.6086, -2.5418], [1.5638, 0.5916, -2.0608], [-0.8361, -2.6621, 2.6290], [-2.4232, -2.7222, 1.8517], [-1.2830, -1.4580, 1.4252], [-1.0453, -4.4491, 0.8932], [1.1206, -2.3499, 0.6612], [1.1579, -3.8074, -0.3196], [1.1214, -3.9281, 1.4407], [-3.0174, -4.6050, -0.0942], [-4.2233, -4.6317, -2.2514], [-3.2618, -3.4319, -4.1808], [-0.1849, -1.3764, -4.0983], [-3.0028, -1.4527, -5.2516], [-1.6124, -0.6846, -6.0143], [-2.1946, -0.0895, -4.4683], [-1.5053, -3.5973, -5.7135], [0.0282, -3.7678, -4.8589], [-0.1169, -2.6132, -6.1851], [1.0481, -3.8124, -2.6619], [3.1742, -3.9689, -3.8853], [4.5800, -1.9605, -4.2382], [3.7891, 0.2481, -3.3398], [0.9084, 1.4972, 0.6999], [1.7605, 2.4966, 1.2469], [1.6629, 3.8451, 0.8506], [2.4633, 4.8197, 1.4177], [3.3920, 4.4991, 2.4013], [3.5014, 3.1739, 2.8070], [2.7059, 2.1913, 2.2468], [0.1476, 1.8154, -0.0261], [1.0406, 0.4616, 1.0732], [0.9441, 4.1150, 0.0848], [2.3637, 5.8469, 1.0869], [4.0165, 5.2645, 2.8417], [4.2184, 2.9032, 3.5731], [2.8031, 1.1638, 2.5796], [-3.7974, 0.2720, -2.3219], [-3.5769, 0.4489, -0.4356], [-4.4735, -1.0411, 0.3570], [-4.4621, 2.0637, 0.0931], [-1.9777, 0.5381, 0.0097], [-4.8436, 0.3976, -2.5964], [-3.4496, -0.7202, -2.6073], [-3.1859, 1.0267, -2.8125], [-5.5286, -1.0075, 0.0859], [-4.3614, -1.0090, 1.4385], [-4.0173, -1.9481, -0.0384], [-5.4738, 2.0761, -0.3093], [-3.8950, 2.9038, -0.3049], [-4.4891, 2.1315, 1.1786], [-3.5225, 0.9089, 3.7902], [-1.4870, 1.3860, 3.1850], [-0.8775, 1.7205, 5.2271], [-1.8812, 3.4561, 2.7857], [-3.9640, 1.7300, 4.3561], [-3.5087, 0.0136, 4.4119], [-4.1536, 0.7043, 2.9243], [-1.6431, 2.2611, 5.7835], [0.0433, 2.3033, 5.2316], [-0.6826, 0.7665, 5.7146], [-2.5041, 3.8701, 3.5786], [-2.3826, 3.5763, 1.8260], [-0.9340, 3.9932, 2.7461]],
  "mulliken_charge": [-0.309, -1.100, -0.108, -1.538, 0.793, -0.444, -1.395, -0.030, 0.465, 0.949, -1.455, -1.764, -0.816, 0.388, -0.500, 0.336, -1.162, -0.592, -0.725, 0.891, -0.254, 0.537, 0.292, -0.022, 0.670, -0.015, 0.297, 0.538, 0.402, 0.394, 0.380, 0.020, 0.243, 0.507, 0.268, 0.375, 0.365, 0.448, 0.677, 0.417, 0.396, 0.492, -1.351, 1.784, -0.463, -0.593, -0.511, -0.643, -0.349, 0.146, 0.656, 0.399, 0.358, 0.390, 0.376, 0.374, -0.789, 0.468, -0.571, -1.076, -0.211, 0.483, -0.070, 0.400, 0.520, 0.188, -0.071, 0.433, 0.332, 0.240, -1.411, 0.552, -1.335, -1.297, 0.458, 0.412, 0.256, 0.366, 0.365, 0.372, 0.430, 0.270, 0.401],
  "homo_energy_ha": [-0.2203, -0.2258],
  "orbital_gap_ev": [6.2, 6.4],
  "spin_multiplicity": 5,
  "s_squared": 6.038,
  "e_lumo_ev": [0.238, 0.235]
}

| no. | electronic energy (Eh) |
| --- | --- |
| 1 | -3467.47294 |
| 2 | -2504.88170 |
| 3 | -5178.32269 |